Record 1
A molecular structure, C37H38AsN3OOsP2S5, computed with ωB97M-V/def2-TZVPD.

Its frontier orbital gap is 7.17 eV. Its spin multiplicity is 1.

Cartesian coordinates (Å):
Os (-0.97, 0.46, 0.07)
C (2.82, 1.61, 1.66)
N (2.42, 1.10, 0.32)
P (3.19, -0.38, 0.11)
C (4.94, 0.09, 0.41)
C (5.69, -0.31, 1.50)
C (7.02, 0.09, 1.63)
C (7.60, 0.89, 0.67)
C (6.85, 1.30, -0.43)
C (5.54, 0.90, -0.56)
C (3.25, -1.03, -1.58)
C (2.31, -0.79, -2.58)
C (2.44, -1.40, -3.82)
C (3.48, -2.28, -4.06)
C (4.41, -2.55, -3.06)
C (4.30, -1.92, -1.83)
P (0.81, 1.71, -0.29)
C (1.32, 2.23, -1.98)
C (0.33, 2.33, -2.96)
C (0.64, 2.79, -4.23)
C (1.94, 3.16, -4.55)
C (2.93, 3.06, -3.58)
C (2.62, 2.61, -2.31)
C (0.81, 3.39, 0.46)
C (1.91, 4.26, 0.42)
C (1.79, 5.57, 0.86)
C (0.57, 6.04, 1.33)
C (-0.52, 5.19, 1.36)
C (-0.40, 3.88, 0.92)
H (3.72, 2.23, 1.57)
H (3.02, 0.77, 2.34)
H (2.01, 2.17, 2.10)
H (5.25, -0.93, 2.27)
H (7.59, -0.24, 2.49)
H (8.63, 1.20, 0.77)
H (7.30, 1.93, -1.19)
H (4.97, 1.20, -1.43)
H (1.47, -0.14, -2.41)
H (1.71, -1.19, -4.59)
H (3.56, -2.77, -5.02)
H (5.22, -3.24, -3.24)
H (5.04, -2.13, -1.07)
H (-0.68, 2.02, -2.73)
H (-0.14, 2.86, -4.98)
H (2.18, 3.52, -5.54)
H (3.95, 3.35, -3.82)
H (3.40, 2.54, -1.56)
H (2.86, 3.92, 0.03)
H (2.65, 6.22, 0.82)
H (0.48, 7.06, 1.67)
H (-1.48, 5.55, 1.72)
H (-1.25, 3.22, 0.95)
S (2.91, -1.77, 1.56)
As (0.55, -1.88, 1.71)
S (-0.13, 0.11, 2.25)
S (0.18, -1.51, -0.39)
S (0.01, -3.55, 2.75)
C (-7.30, 1.09, -0.98)
C (-6.41, 1.55, 0.17)
N (-5.10, 2.01, -0.30)
C (-4.88, 3.45, -0.31)
C (-4.47, 3.97, 1.06)
C (-4.13, 1.11, -0.50)
S (-2.56, 1.70, -1.06)
N (-4.46, -0.17, -0.39)
C (-3.64, -1.11, 0.06)
O (-2.52, -0.94, 0.60)
C (-4.14, -2.51, 0.00)
C (-5.50, -2.79, -0.18)
C (-5.94, -4.10, -0.22)
C (-5.03, -5.14, -0.10)
C (-3.68, -4.87, 0.07)
C (-3.23, -3.56, 0.13)
H (-8.27, 0.76, -0.60)
H (-6.82, 0.26, -1.50)
H (-7.46, 1.91, -1.69)
H (-6.28, 0.75, 0.90)
H (-6.87, 2.40, 0.69)
H (-5.81, 3.92, -0.63)
H (-4.12, 3.70, -1.05)
H (-5.22, 3.73, 1.82)
H (-4.36, 5.06, 1.04)
H (-3.53, 3.53, 1.37)
H (-6.19, -1.96, -0.27)
H (-6.99, -4.31, -0.35)
H (-5.37, -6.17, -0.13)
H (-2.97, -5.68, 0.18)
H (-2.19, -3.33, 0.28)

---

Record 2
A molecular structure, C37H38Cl2CrO2P2 at a distorted geometry, computed with ωB97M-V/def2-TZVPD.

The expectation value of S² is 6.058. Its frontier orbital gap (spin up / spin down) is 7.35 / 7.30 eV. Its spin multiplicity is 5.

Cartesian coordinates (Å):
Cr (1.08, -1.05, -3.80)
C (-2.36, 0.26, -0.37)
C (-3.03, 0.12, -1.51)
C (-3.40, 1.30, -2.36)
C (-2.19, 1.81, -3.18)
C (-1.05, 2.41, -2.42)
C (-0.92, 2.67, -1.11)
C (-2.01, 2.80, -0.10)
C (-2.64, 1.49, 0.47)
C (2.99, -1.79, -4.07)
H (-1.78, -0.55, 0.10)
H (-3.21, -0.86, -1.97)
H (-3.89, 2.12, -1.82)
H (-4.15, 0.93, -3.08)
H (-1.78, 0.94, -3.74)
H (-2.50, 2.54, -3.95)
H (-0.15, 2.54, -3.03)
H (0.08, 2.88, -0.73)
H (-2.83, 3.42, -0.48)
H (-1.58, 3.35, 0.75)
H (-2.31, 1.35, 1.52)
H (-3.73, 1.66, 0.52)
H (3.08, -2.48, -3.21)
H (3.69, -0.93, -3.97)
H (3.24, -2.34, -4.99)
P (0.02, -1.70, -8.13)
P (1.45, 0.71, -7.95)
C (-0.97, -0.25, -8.56)
C (-0.28, 0.93, -8.47)
C (-0.43, -2.88, -9.50)
C (-1.51, -2.69, -10.38)
C (-1.91, -3.73, -11.24)
C (-1.20, -4.93, -11.27)
C (-0.05, -5.08, -10.48)
C (0.34, -4.06, -9.60)
C (-0.88, -2.40, -6.70)
C (-0.38, -2.16, -5.43)
C (-1.04, -2.65, -4.31)
C (-2.19, -3.43, -4.47)
C (-2.69, -3.70, -5.75)
C (-2.07, -3.14, -6.87)
C (2.25, 0.92, -9.62)
C (2.06, -0.04, -10.64)
C (2.54, 0.17, -11.93)
C (3.29, 1.32, -12.23)
C (3.55, 2.25, -11.21)
C (3.02, 2.06, -9.92)
C (1.86, 2.26, -7.06)
C (3.12, 2.31, -6.43)
C (3.50, 3.43, -5.69)
C (2.62, 4.51, -5.56)
C (1.37, 4.47, -6.18)
C (0.98, 3.34, -6.92)
H (-2.02, -0.35, -8.83)
H (-0.64, 1.93, -8.75)
H (-2.05, -1.75, -10.40)
H (-2.78, -3.59, -11.87)
H (-1.52, -5.75, -11.92)
H (0.54, -5.99, -10.54)
H (1.23, -4.17, -8.99)
H (0.62, -1.61, -5.36)
H (-0.65, -2.43, -3.31)
H (-2.69, -3.83, -3.58)
H (-3.56, -4.35, -5.87)
H (-2.50, -3.30, -7.86)
H (1.51, -0.96, -10.43)
H (2.34, -0.55, -12.72)
H (3.66, 1.50, -13.24)
H (4.17, 3.13, -11.42)
H (3.21, 2.80, -9.15)
H (3.81, 1.47, -6.54)
H (4.49, 3.47, -5.23)
H (2.91, 5.39, -4.97)
H (0.68, 5.32, -6.10)
H (0.00, 3.33, -7.39)
Cl (2.89, 1.20, -0.51)
C (1.73, 0.03, 0.20)
Cl (0.58, 0.79, 1.32)
C (0.93, -0.78, -0.86)
O (0.44, -1.86, -0.49)
O (0.87, -0.22, -2.02)
H (2.31, -0.69, 0.78)

---

Results for energy relative to the best compared isomer or geometry (same formula, charge and spin): 0.0, 14.3 (in kcal/mol, following the order of the records).